1.
DFT (wB97M-V/def2-TZVPD) results for C12H24O3 in the gas phase at a distorted geometry.

Output
gap between HOMO and LUMO	10.29	eV
HOMO energy	-0.343	hartree
max |F|	0.098	Eh/bohr
total energy	-697.2507	Eh

Structure (XYZ):
```
39
Properties=species:S:1:pos:R:3:forces:R:3:lowdin_charge:R:1
O 1.19784 -1.91742 -0.97465 -0.279 -1.122 0.213 -0.095
O 0.61964 -0.78965 0.86561 -1.613 0.579 1.760 -0.013
O -0.95289 0.53194 -0.42408 0.209 -0.234 -1.176 -0.025
C 2.35964 -4.01719 -1.61038 0.744 1.203 -1.366 -0.061
C -1.83405 -2.31894 2.69298 -0.009 1.779 3.141 -0.071
C -1.29397 4.32841 -0.20769 2.037 2.108 0.000 -0.146
C 2.17211 -2.43209 -1.84622 1.312 -2.068 0.942 -0.232
C -0.77482 -0.36423 0.61097 0.792 -1.100 0.748 -0.308
C 1.55876 -0.87507 -0.11867 -3.362 2.583 -2.704 -0.386
C -1.29328 -0.85949 3.09566 -0.369 -1.489 -1.410 -0.214
C -1.30529 3.44284 -1.45355 1.103 1.284 -0.698 -0.240
C -1.46531 0.10186 1.91510 1.642 1.102 1.299 -0.133
C 1.51855 0.45999 -0.97435 -1.479 -0.670 0.357 -0.001
C -0.05299 2.46368 -1.61603 -0.900 0.105 0.488 -0.122
C 0.20067 1.27828 -0.61147 1.617 2.823 1.187 -0.322
H 3.14592 -4.45646 -2.29924 -0.447 0.852 0.890 0.083
H 2.60256 -4.22596 -0.57360 -0.013 -0.049 0.043 0.062
H 1.48820 -4.55769 -1.93164 -0.763 -0.060 0.274 0.049
H -1.24474 -2.71849 1.94661 1.008 -0.642 -1.986 0.027
H -1.71768 -3.04992 3.51759 -0.246 0.559 -0.107 0.073
H -2.88306 -2.24461 2.44141 -0.198 -0.143 -0.291 0.068
H -1.83536 5.34815 -0.32861 0.906 -1.793 0.059 0.094
H -1.70171 3.84478 0.62498 -0.876 -0.779 1.327 0.023
H -0.20005 4.54983 0.14317 -1.771 -0.103 -0.844 0.100
H 3.16543 -1.98029 -1.57611 -0.770 -0.107 -0.850 0.130
H 1.84302 -2.30575 -2.88286 0.419 0.403 0.109 0.113
H -1.26937 -1.26252 0.25556 -0.222 -0.245 0.266 0.150
H 2.46938 -0.92992 0.34241 2.558 -0.958 1.163 0.129
H -1.82291 -0.41574 3.93031 -0.121 -0.296 0.318 0.093
H -0.22838 -0.89181 3.31211 0.030 -0.193 0.280 0.096
H -1.35937 4.25401 -2.29911 0.347 -2.143 0.886 0.129
H -2.21065 2.86101 -1.45921 -0.415 -0.198 -0.246 0.084
H -2.46873 0.11158 1.61215 -1.730 0.135 -0.302 0.091
H -1.28685 1.15722 2.39936 0.314 -1.595 -1.734 0.154
H 2.35434 1.10000 -0.64190 -0.141 -0.219 -0.942 0.126
H 1.48068 0.02452 -2.01861 0.455 1.456 0.796 0.135
H -0.19827 1.92676 -2.52311 -0.142 -0.176 -1.233 0.090
H 0.84072 3.08400 -1.74544 0.045 -0.299 0.275 0.112
H 0.38227 1.74439 0.41052 0.328 -0.290 -0.929 0.158
```
Positions in Å, forces in eV/Å.


2.
DFT (wB97M-V/def2-TZVPD) results for C21H33NO4S in the gas phase.

Output
gap between HOMO and LUMO	9.14	eV
HOMO energy	-0.304	hartree
max |F|	0.012	Eh/bohr
total energy	-1573.8949	Eh

Structure (XYZ):
```
60
Properties=species:S:1:pos:R:3:forces:R:3:lowdin_charge:R:1
C 2.86497 4.26019 4.64429 0.034 -0.246 -0.333 -0.059
C 3.25110 3.91088 3.21418 -0.131 0.521 0.110 -0.208
H 4.29561 4.16058 3.01556 -0.135 -0.035 -0.017 0.124
H 2.60016 4.43791 2.50881 0.178 -0.070 0.062 0.123
O 3.15368 2.50700 2.97457 0.244 -0.163 0.054 -0.010
C 1.93801 2.02216 2.68406 -0.106 -0.212 -0.109 -0.467
O 0.95786 2.71315 2.59734 -0.126 0.121 0.067 0.132
C 1.98355 0.50761 2.51078 0.111 -0.282 0.096 -0.360
C 3.06055 0.14159 1.47897 -0.016 0.285 -0.129 -0.102
C 2.67193 0.63573 0.08962 0.238 -0.221 0.075 -0.177
N 1.42416 0.02023 -0.31317 0.010 0.044 -0.133 -0.163
C 0.35300 0.43367 0.57967 -0.177 -0.175 0.156 -0.162
C 0.63695 -0.01907 2.00767 -0.097 0.456 -0.123 -0.090
H -0.16326 0.32727 2.66025 0.000 -0.090 -0.020 0.124
H 0.66030 -1.10943 2.03293 0.004 -0.072 0.063 0.131
H -0.57403 -0.02863 0.23385 0.011 0.079 0.036 0.125
H 0.21910 1.52774 0.55873 -0.020 -0.061 -0.058 0.128
C 1.09708 0.29347 -1.70028 0.172 0.034 0.022 -0.220
C 0.01097 -0.61212 -2.18074 -0.261 0.037 -0.347 -0.523
C -0.17700 -1.92504 -1.88265 0.205 0.257 0.022 -0.125
C -1.30061 -2.48327 -2.53156 -0.247 0.092 -0.252 -0.112
C -1.95452 -1.59364 -3.32448 -0.108 0.187 0.053 -0.467
S -1.20265 -0.03633 -3.27470 0.177 -0.456 0.365 1.114
C -3.14577 -1.81273 -4.19464 0.338 -0.191 -0.239 -0.372
O -4.08526 -0.79041 -3.91636 0.198 0.053 0.123 -0.117
C -5.26543 -0.92781 -4.66969 -0.345 0.147 -0.338 -0.210
C -4.99730 -0.86527 -6.17329 0.025 -0.242 0.273 -0.173
C -3.99674 -1.95563 -6.54887 0.090 0.256 -0.035 -0.198
C -2.75069 -1.80494 -5.68091 -0.378 -0.161 0.127 -0.144
H -2.04133 -2.61261 -5.86808 0.065 0.043 0.036 0.124
H -2.26169 -0.85288 -5.89843 0.083 -0.006 -0.003 0.112
H -3.73149 -1.88455 -7.60530 -0.035 -0.089 -0.015 0.109
H -4.44492 -2.93822 -6.37752 -0.017 -0.054 -0.051 0.114
H -5.93407 -0.99073 -6.71762 -0.048 0.059 -0.016 0.112
H -4.57933 0.11297 -6.41765 -0.045 0.068 -0.030 0.118
H -5.91214 -0.10779 -4.35031 -0.030 -0.127 -0.024 0.125
H -5.75504 -1.88452 -4.42263 0.005 0.085 0.003 0.128
H -3.59122 -2.79496 -3.94968 0.084 0.128 -0.009 0.159
H -1.60838 -3.50763 -2.41563 -0.121 -0.188 0.002 0.110
H 0.46405 -2.46666 -1.21191 0.155 -0.061 0.172 0.111
H 0.79461 1.34465 -1.86029 0.091 -0.018 0.018 0.120
H 1.99926 0.11476 -2.29847 -0.077 0.108 0.057 0.126
H 3.44804 0.34976 -0.62635 -0.035 0.092 0.015 0.124
H 2.60086 1.74022 0.09325 0.026 -0.005 -0.070 0.135
H 4.02070 0.56959 1.76925 0.015 -0.060 0.026 0.122
H 3.15636 -0.94498 1.44403 0.006 -0.043 0.037 0.130
C 2.36218 -0.09920 3.87623 -0.371 0.152 0.110 -0.095
C 1.38341 0.22773 5.01320 0.364 0.001 0.038 -0.204
O 0.15132 -0.45104 4.96406 -0.183 0.051 -0.081 -0.193
C 0.20819 -1.80656 5.32568 0.019 -0.017 0.003 -0.109
H 0.76364 -2.40947 4.59867 -0.011 -0.017 0.017 0.081
H -0.82187 -2.15590 5.35947 0.042 -0.090 0.025 0.091
H 0.66870 -1.93380 6.31389 -0.013 -0.015 -0.016 0.089
H 1.12020 1.28799 4.98505 0.081 0.005 0.087 0.125
H 1.87894 0.01729 5.97477 -0.066 0.076 -0.069 0.125
H 3.34510 0.28155 4.16059 0.038 -0.075 0.022 0.126
H 2.44191 -1.18231 3.76701 0.076 -0.038 -0.046 0.118
H 3.46934 3.69149 5.34720 0.069 -0.003 0.092 0.078
H 3.02317 5.32103 4.81580 0.016 0.122 0.057 0.077
H 1.81577 4.02995 4.81179 -0.073 0.023 0.042 0.073
```
Positions in Å, forces in eV/Å.


Lowest unoccupied orbital energy values, unit hartree, following the record order: 0.035 0.032.